[1]
The following is a DFT calculation (wB97M-V/def2-TZVPD) of a molecular structure, C7H14BCuIO2.

Geometry as XYZ:
```
26
Properties=species:S:1:pos:R:3:mulliken_charge:R:1
Cu -1.93 1.75 -2.11 -1.05
C 0.08 -0.53 2.54 -1.76
C -0.11 -0.70 1.05 1.72
C -0.67 -2.10 0.76 -2.00
O -1.06 0.25 0.56 -0.32
B -0.73 0.61 -0.77 0.47
O 0.55 0.08 -1.03 -0.32
C 1.14 -0.40 0.18 1.70
C 2.03 -1.59 -0.11 -1.75
C 1.97 0.75 0.77 -2.00
H -0.85 -0.77 3.06 0.46
H 0.35 0.50 2.79 0.34
H 0.86 -1.20 2.91 0.31
H -1.66 -2.19 1.22 0.50
H -0.02 -2.89 1.15 0.30
H -0.79 -2.23 -0.32 0.40
H 1.50 -2.36 -0.66 0.34
H 2.42 -2.01 0.82 0.31
H 2.88 -1.26 -0.72 0.47
H 1.32 1.59 0.99 0.40
H 2.71 1.07 0.03 0.50
H 2.50 0.44 1.68 0.31
I -2.14 4.75 -4.05 -0.25
C -3.06 2.84 -3.38 -0.64
H -3.28 2.39 -4.35 0.26
H -4.01 3.21 -2.99 0.29
```

Computed properties:
total charge: -1
orbital gap: 0.2550 hartree
highest occupied orbital energy: -3.99 eV
LUMO energy: 3.0 eV
ΔE to the lowest compared entry with this formula, charge and spin: 1.9 kcal/mol



[2]
The following is a DFT calculation (wB97M-V/def2-TZVPD) of a molecular structure, C7H14BF4N9PdS2.

Geometry as XYZ:
```
38
Properties=species:S:1:pos:R:3:mulliken_charge:R:1
Pd -1.12 0.07 0.48 0.68
N -1.11 -1.09 2.13 -0.62
H -1.93 -1.68 2.19 0.29
H -1.03 -0.51 2.96 0.32
H -0.26 -1.65 2.06 0.32
F -0.52 2.77 -2.72 -0.33
B -0.29 1.53 -2.19 0.67
F 0.89 1.50 -1.42 -0.46
F -0.31 0.51 -3.13 -0.33
F -1.39 1.25 -1.23 -0.49
S 2.98 1.46 2.18 -0.46
C 2.11 0.24 1.53 0.25
N 1.49 -0.63 1.05 -0.80
C -5.40 -2.33 -2.01 -1.17
C -4.21 -3.19 -2.41 -0.23
C -2.91 -2.63 -1.93 0.22
N -2.77 -1.93 -0.86 -0.74
N -1.48 -1.54 -0.65 0.47
C -0.61 -1.97 -1.56 0.37
N 0.70 -1.78 -1.50 -0.15
S -1.41 -2.88 -2.79 -0.21
H -6.33 -2.77 -2.37 0.37
H -5.31 -1.33 -2.43 0.32
H -5.46 -2.22 -0.93 0.30
H -4.16 -3.30 -3.49 0.33
H -4.32 -4.20 -2.00 0.26
H 1.09 -1.29 -0.67 0.27
H 1.24 -1.81 -2.35 0.26
N 1.21 5.84 1.35 -0.38
C 0.83 4.57 1.08 0.65
N 1.31 3.98 0.00 -0.17
N -0.06 4.04 1.92 -0.70
C -0.45 2.83 1.70 0.64
N -0.83 1.74 1.56 -0.45
H 2.00 6.25 0.88 0.21
H 0.93 6.21 2.24 0.25
H 1.99 4.44 -0.58 0.21
H 1.14 3.00 -0.22 -0.01
```

Computed properties:
orbital gap: 0.2555 hartree
highest occupied orbital energy: -7.42 eV
LUMO energy: -0.5 eV



[3]
The following is a DFT calculation (wB97M-V/def2-TZVPD) of a molecular structure, C7H14BMnN2O2 in a non-equilibrium geometry.

Geometry as XYZ:
```
27
Properties=species:S:1:pos:R:3:lowdin_spin:R:1
C -1.07 -1.42 -0.88 -0.11
Mn -0.04 -0.05 -0.10 3.18
N 1.32 1.40 0.76 0.01
N -1.46 1.43 -0.51 0.01
H 2.10 1.75 0.19 0.00
H 0.01 -0.97 1.20 -0.05
H -0.66 -2.33 -0.40 0.01
H -0.83 -1.30 -1.94 0.00
H -2.07 -1.09 -0.57 0.01
H -1.21 2.17 -1.15 0.00
H -1.87 1.86 0.31 0.00
H -2.25 0.96 -0.96 0.00
H 0.86 2.25 1.09 0.00
H 1.77 1.00 1.59 0.00
O 2.40 -1.37 1.53 -0.01
B 1.28 -1.52 0.59 -0.06
O 1.83 -2.32 -0.57 -0.01
C 2.82 -3.08 0.03 0.00
C 3.51 -4.20 -0.44 0.00
C 4.51 -4.81 0.40 0.00
C 4.78 -4.30 1.64 0.00
C 4.07 -3.14 2.11 0.00
C 3.12 -2.54 1.30 0.00
H 3.30 -4.60 -1.43 0.00
H 5.08 -5.72 0.05 0.00
H 5.56 -4.79 2.28 0.00
H 4.29 -2.73 3.09 0.00
```

Computed properties:
total charge: +1
orbital gap (spin up / spin down): 0.2711 / 0.2789 hartree
highest occupied orbital energy (spin up / spin down): -11.47 / -11.45 eV
LUMO energy (spin up / spin down): -4.1 / -3.9 eV
⟨S²⟩: 3.889
ΔE to the lowest compared entry with this formula, charge and spin: 9.6 kcal/mol
2S+1: 4



[4]
The following is a DFT calculation (wB97M-V/def2-TZVPD) of a gas-phase ion, C7H14BN2O2 (charge +1) in a non-equilibrium geometry.

Geometry as XYZ:
```
26
Properties=species:S:1:pos:R:3:mulliken_charge:R:1
C 0.23 1.75 -1.71 -0.87
N -0.58 1.25 -0.59 0.26
C -1.96 0.85 -1.04 -0.77
C 0.00 0.06 0.16 0.05
B -0.95 -0.41 1.42 0.74
O -0.77 -1.62 1.93 -0.51
O -1.75 0.57 1.90 -0.62
C 0.37 -1.16 -0.71 -0.45
C 1.46 -2.02 -0.10 -0.76
C 2.32 -1.43 0.79 -0.57
C 2.18 0.00 1.08 -0.30
N 1.24 0.74 0.65 -0.68
H 0.28 0.92 -2.48 0.37
H -0.21 2.70 -2.15 0.37
H 1.24 2.09 -1.42 0.32
H -0.58 1.80 0.36 0.51
H -1.98 -0.16 -1.16 0.32
H -2.72 1.17 -0.32 0.29
H -2.29 1.42 -1.88 0.41
H -1.34 -1.82 2.63 0.31
H -2.06 0.61 2.87 0.34
H 0.70 -0.99 -1.83 0.26
H -0.47 -1.86 -0.75 0.39
H 1.55 -2.95 -0.53 0.54
H 3.06 -1.87 1.23 0.67
H 3.03 0.37 1.66 0.39
```

Computed properties:
total charge: +1
orbital gap: 0.3457 hartree
highest occupied orbital energy: -12.73 eV
SMILES string: C[NH+](C)[C@@]1(B(O)O)CC=CC=N1
LUMO energy: -3.3 eV
ΔE to the lowest compared entry with this formula, charge and spin: 43.0 kcal/mol



[5]
The following is a DFT calculation (wB97M-V/def2-TZVPD) of a molecular structure, C7H14BiOPS in a non-equilibrium geometry.

Geometry as XYZ:
```
25
Properties=species:S:1:pos:R:3:mulliken_charge:R:1
C -0.55 -0.16 -2.62 -0.40
C -1.32 1.04 -2.65 -0.67
C -0.41 2.13 -2.53 -0.28
C 0.92 1.63 -2.49 -0.71
C 0.84 0.20 -2.52 -0.58
Bi 0.75 -2.00 0.03 0.42
P -0.04 -4.49 -0.29 -0.28
H -0.93 -1.18 -2.66 0.46
H -2.40 1.10 -2.73 0.36
H -0.68 3.19 -2.54 0.41
H 1.68 -0.50 -2.47 0.58
H 1.84 2.21 -2.43 0.38
H 0.97 -5.34 -0.90 0.14
H -1.18 -4.64 -1.17 0.15
H -0.43 -5.17 0.92 0.14
C -0.15 2.56 2.91 -0.99
S 0.14 1.26 1.70 0.55
C 0.62 -0.10 2.82 -1.05
O -1.18 0.88 1.11 -0.57
H 0.75 2.72 3.51 0.36
H -0.99 2.26 3.55 0.31
H -0.40 3.48 2.36 0.31
H 0.88 0.33 3.79 0.39
H -0.22 -0.80 2.92 0.31
H 1.51 -0.60 2.40 0.27
```

Computed properties:
orbital gap (spin up / spin down): 0.1633 / 0.1644 hartree
highest occupied orbital energy (spin up / spin down): -6.30 / -6.28 eV
LUMO energy (spin up / spin down): -1.9 / -1.8 eV
ΔE to the lowest compared entry with this formula, charge and spin: 4.4 kcal/mol



[6]
The following is a DFT calculation (wB97M-V/def2-TZVPD) of 2 unconnected molecules or ions with the total composition C7H14BrFN4O6PS in a non-equilibrium geometry.

Geometry as XYZ:
```
35
Properties=species:S:1:pos:R:3:mulliken_charge:R:1
C 0.40 2.23 0.03 -0.73
C 0.86 2.44 -1.48 0.12
Br 2.60 3.44 -1.44 -0.14
C 0.96 1.05 -2.26 -0.91
N 0.02 0.06 -1.70 0.55
N -1.30 0.03 -2.01 -0.44
C -1.81 -1.05 -1.21 0.44
N -3.11 -1.40 -1.19 -0.15
P -3.87 -2.67 -0.21 0.11
O -2.73 -3.70 0.50 -0.38
O -4.66 -1.85 1.07 -0.49
N -0.78 -1.65 -0.45 -0.42
C 0.42 -0.94 -0.77 0.34
C 1.90 -1.10 -0.27 -0.09
C 2.21 -2.46 0.49 -0.48
F 1.11 -2.94 1.27 -0.27
H -0.72 2.32 0.19 0.16
H 0.76 1.27 0.50 -0.14
H 0.89 3.08 0.64 0.47
H 0.10 3.10 -1.99 0.36
H 2.05 0.74 -2.24 0.32
H 0.71 1.27 -3.36 0.30
H -1.80 0.63 -2.66 0.23
H -3.74 -0.84 -1.78 0.24
H -2.72 -3.46 1.46 0.35
H -4.02 -1.13 1.32 0.37
H 2.63 -0.97 -1.14 0.33
H 2.12 -0.23 0.44 0.26
H 3.08 -2.32 1.21 0.29
H 2.52 -3.23 -0.29 0.26
O -0.10 1.33 3.47 -0.78
S 1.19 2.06 3.47 1.17
O 1.76 2.07 4.84 -0.76
O 0.96 3.45 3.01 -0.77
O 2.14 1.38 2.54 -0.72
```

Computed properties:
total charge: -1
orbital gap: 0.1140 hartree
highest occupied orbital energy: -2.10 eV
LUMO energy: 1.0 eV



[7]
The following is a DFT calculation (wB97M-V/def2-TZVPD) of a gas-phase ion, C7H14BrN2Si (charge +1) in a non-equilibrium geometry.

Geometry as XYZ:
```
25
Properties=species:S:1:pos:R:3:mulliken_charge:R:1
C 1.79 0.28 -1.24 -1.07
C 1.97 0.21 0.25 -0.44
N 0.85 -0.48 1.05 0.52
Si 0.91 -2.11 1.43 0.36
C -0.19 0.45 1.18 0.38
C 0.07 1.60 2.01 -1.90
C -1.29 0.47 0.35 -0.58
C -1.60 -0.44 -0.77 0.93
C -2.46 0.11 -1.92 -1.69
N -1.20 -1.67 -0.64 -0.47
Br -1.68 -2.94 -1.94 -0.06
H 2.66 1.07 -1.59 0.29
H 1.96 -0.53 -1.93 0.35
H 0.83 0.69 -1.41 0.34
H 3.01 -0.17 0.54 0.47
H 1.94 1.28 0.62 0.24
H 2.29 -2.63 1.83 0.01
H -0.35 -2.96 1.80 0.07
H 0.93 1.44 2.59 0.45
H -0.76 1.76 2.61 0.52
H 0.29 2.48 1.39 0.45
H -1.76 1.41 0.37 0.42
H -3.37 -0.39 -1.83 0.52
H -2.19 -0.16 -2.86 0.54
H -2.64 1.22 -1.89 0.35
```

Computed properties:
total charge: +1
orbital gap: 0.2672 hartree
highest occupied orbital energy: -12.57 eV
SMILES string: CC[N+](=[SiH2])/C(C)=C\C(C)=N\Br
LUMO energy: -5.3 eV
ΔE to the lowest compared entry with this formula, charge and spin: 21.1 kcal/mol



[8]
The following is a DFT calculation (wB97M-V/def2-TZVPD) of a molecular structure, C7H14CaO3 in a non-equilibrium geometry.

Geometry as XYZ:
```
25
Properties=species:S:1:pos:R:3:mulliken_charge:R:1
C 2.62 1.03 0.96 -0.75
O 1.91 -0.15 0.61 -0.41
C 2.74 -1.21 0.14 -0.31
C 1.92 -2.46 -0.13 -0.74
O 1.01 -2.25 -1.17 -0.47
C -0.39 -2.17 -0.84 -1.29
H 3.45 0.78 1.63 0.31
H 3.02 1.48 0.04 0.32
H 3.50 -1.43 0.91 0.41
H 3.23 -0.88 -0.78 0.35
H 1.43 -2.79 0.81 0.36
H 2.62 -3.25 -0.44 0.36
H -1.94 -0.73 -1.01 0.06
H -0.86 -2.06 -1.83 0.32
H -0.73 -3.07 -0.29 0.25
C -2.35 0.43 -1.14 -1.14
C -2.15 1.74 -0.91 0.53
O -1.75 2.33 0.22 -0.28
C -1.40 1.45 1.33 -1.21
Ca -0.22 -0.21 0.40 2.03
H -3.36 0.05 -0.98 0.22
H -2.31 2.49 -1.70 0.36
H -2.35 1.12 1.81 0.26
H -0.91 2.11 2.06 0.21
H 1.94 1.74 1.45 0.25
```

Computed properties:
orbital gap: 0.2410 hartree
highest occupied orbital energy: -6.40 eV
LUMO energy: 0.2 eV
ΔE to the lowest compared entry with this formula, charge and spin: 17.4 kcal/mol



[9]
The following is a DFT calculation (wB97M-V/def2-TZVPD) of 2 unconnected molecules or ions with the total composition C7H14F3N3O2P in a non-equilibrium geometry.

Geometry as XYZ:
```
30
Properties=species:S:1:pos:R:3:mulliken_charge:R:1
N 1.58 0.44 -0.76 -0.22
C 0.46 0.64 -1.44 -0.04
N 0.42 1.54 -2.53 -0.41
C -0.83 2.27 -2.15 -0.72
C -1.76 1.14 -1.65 -0.29
C -2.67 1.56 -0.47 0.84
F -2.52 0.75 0.59 -0.25
F -3.94 1.51 -0.85 -0.26
F -2.41 2.81 -0.06 -0.28
N -0.76 0.13 -1.15 0.21
P -1.08 -1.53 -1.63 0.47
O -1.53 -1.52 -3.03 -0.64
H 2.02 -0.46 -0.61 0.26
H 2.09 1.26 -0.46 0.26
H 0.13 0.94 -3.32 0.42
H -0.55 2.89 -1.30 0.41
H -1.20 2.91 -2.94 0.40
H -2.38 0.68 -2.41 0.52
H 0.13 -2.17 -1.35 0.13
H -2.02 -1.97 -0.70 0.16
C 2.58 -2.31 2.71 -1.16
C 1.29 -1.60 2.38 0.82
O 0.53 -2.03 1.53 -0.51
C 0.98 -0.34 3.15 -1.05
H 2.68 -3.20 2.10 0.32
H 3.43 -1.65 2.55 0.34
H 2.58 -2.59 3.77 0.37
H 1.77 0.40 3.00 0.31
H 0.93 -0.56 4.21 0.40
H 0.03 0.07 2.82 0.21
```

Computed properties:
total charge: +1
orbital gap: 0.2798 hartree
highest occupied orbital energy: -13.03 eV
LUMO energy: -5.4 eV
ΔE to the lowest compared entry with this formula, charge and spin: 0.0 kcal/mol



[10]
The following is a DFT calculation (wB97M-V/def2-TZVPD) of a molecular structure, C7H14FeO5P in a non-equilibrium geometry.

Geometry as XYZ:
```
28
Properties=species:S:1:pos:R:3:lowdin_spin:R:1
O -0.41 -0.32 2.73 0.08
C -1.41 -0.65 2.15 0.02
O -1.46 -1.72 1.44 0.02
C -2.28 -1.47 0.22 0.00
C -1.49 -1.98 -1.02 0.01
C 0.01 -1.73 -0.97 0.02
C 0.34 -0.24 -1.05 0.09
C 1.83 0.02 -0.82 0.68
C 2.16 1.09 0.23 0.11
P 1.32 2.73 0.03 0.00
O 2.35 3.71 0.03 0.01
O 0.43 2.84 -1.29 0.00
O 0.37 3.02 1.31 0.00
H -2.32 -0.07 2.23 0.00
H -2.47 -0.41 0.11 0.00
H -3.21 -2.00 0.30 0.00
H -1.71 -3.02 -1.17 0.00
H -1.87 -1.48 -1.91 0.00
H 0.44 -2.24 -1.82 0.00
H 0.47 -2.20 -0.06 0.00
H 0.12 0.04 -2.08 0.02
H -0.32 0.39 -0.45 0.01
H 2.22 -0.94 -0.39 0.04
H 2.02 0.72 1.26 0.03
H 3.22 1.30 0.15 0.01
H 0.98 2.93 -2.07 0.00
H -0.50 2.68 1.07 0.00
Fe 1.16 -1.01 1.84 3.83
```

Computed properties:
total charge: +2
orbital gap (spin up / spin down): 0.2309 / 0.1986 hartree
highest occupied orbital energy (spin up / spin down): -16.92 / -16.94 eV
LUMO energy (spin up / spin down): -10.6 / -11.5 eV
⟨S²⟩: 8.759
2S+1: 6